Here is a cluster of 13 separate species, C65H168N12O21 in total from OMol25. Energies are from wB97M-V/def2-TZVPD.

Geometry as XYZ:
```
266
Properties=species:S:1:pos:R:3:forces:R:3
O 3.5155 -13.5276 30.1344 -0.62 -0.95 -0.79
H 6.5949 -8.8915 17.6744 0.21 -1.14 0.36
H 3.8305 -7.7395 30.4538 -0.20 0.38 0.12
H 15.8583 -8.7143 21.7294 0.42 -0.19 0.04
N 4.4394 -11.5409 24.7982 0.06 0.70 -2.31
H 1.6360 -12.2755 16.1660 0.27 -0.18 -0.12
O 3.2090 -13.4032 22.7443 -0.65 0.37 1.06
O 13.6956 -7.8040 16.2867 0.75 0.85 -1.14
H 10.7088 -10.5645 21.7542 -0.01 -0.16 0.51
O 14.9576 -6.3622 21.6346 1.36 0.93 -0.78
C 16.0713 -12.9024 22.3072 1.10 0.04 -0.38
H 17.2016 -15.7017 26.2698 -0.42 0.03 0.29
C 14.6312 -6.8012 28.5124 2.83 -0.55 -0.13
C 17.4553 -14.6541 26.1074 -0.33 0.27 0.80
N 8.3230 -5.9777 23.3230 -1.32 2.41 -0.70
N 14.0515 -11.2514 15.7918 0.37 -0.60 0.60
N 6.8321 -10.3472 16.0173 -0.87 -2.94 -0.18
H 3.1113 -12.9835 16.9764 -0.22 -0.31 -0.09
H 5.1424 -15.8021 27.0358 -0.53 -0.03 -0.16
C 8.9385 -4.6297 23.6651 0.88 -3.35 0.55
H 13.3553 -5.0133 21.7181 -0.15 -0.11 -0.78
H 7.3594 -15.3150 21.7827 -0.54 0.37 0.40
O 11.3971 -9.6139 28.6809 0.67 -0.24 -0.17
H 15.4062 -8.8680 28.7670 0.24 0.45 0.48
H 2.9976 -13.4856 28.1118 -0.02 0.29 -0.22
N 9.0891 -13.7501 20.5940 0.45 2.11 0.27
H 17.4508 -14.1491 28.2913 0.28 -0.53 0.11
H 9.8370 -14.6889 27.0444 -0.31 -0.18 0.46
H 13.2916 -10.3256 31.5618 -0.07 0.16 -0.04
H 5.4198 -10.6781 23.1687 -0.74 0.24 -0.52
H 8.1089 -5.3155 21.3116 0.12 0.05 -0.20
C 13.3805 -6.5806 15.5811 -0.11 -1.39 -0.27
C 3.6056 -14.1157 28.7609 -2.38 0.97 1.21
H 8.0942 -7.5925 20.8026 0.32 -0.22 0.07
H 5.3622 -13.1035 28.6242 -0.06 0.68 -1.36
H 12.8248 -15.1930 25.1936 0.05 0.03 -0.33
C 15.7410 -11.6166 20.2784 1.01 1.42 1.44
C 7.7653 -6.1803 16.1993 -0.67 1.21 -0.11
H 16.0224 -10.1953 18.6374 -0.75 -0.24 -0.25
N 10.1444 -14.0088 29.8386 1.46 1.37 -0.38
C 14.9307 -8.2113 28.0384 -0.19 -1.17 -0.19
C 7.3224 -7.3655 21.5380 -0.94 0.54 -0.88
C 4.8709 -9.8127 29.3762 -0.20 -0.72 -1.51
H 17.0729 -10.5762 28.2805 0.05 -0.06 -1.24
C 13.3152 -13.3426 16.9140 -0.64 -1.61 0.80
H 6.5535 -6.2133 19.3755 0.41 0.01 0.07
O 13.6127 -14.7108 17.3179 1.06 1.69 0.34
O 16.4099 -11.7063 21.6215 -1.51 0.32 -1.73
H 13.5504 -10.5754 33.3072 -1.14 0.00 0.28
H 11.5509 -11.7726 30.3019 -0.40 0.34 0.18
H 11.4594 -15.3356 28.7380 0.32 -0.35 0.62
N 4.5830 -7.6217 33.0100 0.67 -0.83 0.11
H 15.5921 -8.2347 27.1723 -0.19 0.27 -0.10
H 7.1606 -11.5402 18.9841 -0.72 0.46 0.09
C 2.2655 -7.9199 33.0135 -1.42 0.18 -0.59
H 8.8338 -6.8449 23.4071 0.68 0.43 -0.06
H 5.8996 -7.3791 26.6737 -0.24 0.33 0.67
C 5.3845 -10.6033 15.7961 -0.87 -0.57 2.07
H 10.5622 -7.8191 29.1589 -0.59 0.06 0.46
C 14.4614 -12.5749 16.3335 0.56 1.31 -1.41
H 16.5784 -13.7269 21.8059 0.08 -0.37 0.07
O 14.6402 -7.2654 30.9899 1.65 0.66 -4.00
H 14.6920 -11.8733 20.4258 -0.14 0.03 -0.15
H 15.0181 -13.1785 22.3577 -0.32 0.50 -0.02
H 22.3311 -15.4072 21.2470 -0.51 0.47 -0.17
H 22.6366 -14.0346 22.3602 -0.21 0.09 0.12
H 15.9367 -13.8993 27.5080 -0.32 0.07 -0.36
H 11.1843 -9.8400 27.7725 0.41 -0.36 -0.44
H 13.4631 -6.5675 32.4324 -0.33 0.03 0.57
C 4.9961 -11.6482 23.4284 -1.81 -1.30 0.01
H 16.8507 -14.3012 25.2719 -0.26 0.10 -0.25
C 13.2664 -11.0557 32.3708 1.20 -0.70 -1.23
C 3.8731 -12.1964 22.4283 1.12 0.79 0.30
H 9.4343 -9.1606 28.5706 -0.27 0.87 -0.55
C 11.9973 -5.4593 25.5236 -0.54 -1.20 -1.30
H 13.8009 -11.1534 14.8183 -0.03 -0.50 0.37
C 5.3354 -14.7331 26.9460 -0.37 1.06 1.01
H 5.3459 -12.8554 18.4807 0.02 -0.02 -0.57
H 11.9039 -14.7558 18.5856 0.06 0.38 -0.03
N 14.6980 -9.2975 20.0568 0.74 0.00 -0.65
H 14.0156 -6.3605 27.7282 0.05 0.50 0.19
H 14.0435 -5.3100 23.1797 0.60 -0.14 0.50
H 2.0944 -12.8688 31.5724 0.62 -0.91 0.43
H 19.0796 -13.6692 25.6922 0.64 0.19 -0.21
H 9.8660 -13.1508 31.8049 -0.80 -0.13 -0.44
H 4.8298 -14.5024 22.1843 0.18 -0.33 -0.03
H 16.4978 -12.7882 23.3037 -0.20 -0.12 0.06
H 13.4211 -9.2873 14.7010 1.03 0.73 -0.30
H 8.4990 -11.7617 24.3869 -0.39 0.73 0.21
H 20.7202 -13.9291 24.2930 0.03 0.35 -0.15
C 22.2976 -15.0676 22.2822 -0.83 -0.80 0.31
H 4.9212 -8.9501 28.7118 -0.08 0.65 0.27
H 16.7592 -9.6181 19.9877 0.42 -0.45 0.80
H 14.3766 -9.9378 17.3943 -0.11 0.45 -0.18
H 4.2880 -14.8012 23.8770 0.62 0.73 0.40
H 13.9045 -5.7696 16.0868 -0.65 -0.03 0.20
O 11.6598 -14.1001 26.3209 -1.10 0.51 2.21
C 14.8250 -8.9019 21.4373 -0.33 2.09 0.48
O 3.4374 -12.0219 15.1199 -0.15 -0.02 1.31
C 14.1437 -7.4842 21.7368 -0.72 -1.88 1.26
H 13.2132 -7.3121 21.1957 -0.16 -0.27 -0.38
H 12.4856 -13.4825 16.2208 -0.04 0.65 -0.50
C 3.9776 -14.5531 22.8620 0.20 -0.71 0.15
H 6.5661 -5.4769 22.1390 0.04 0.44 0.67
H 7.4165 -11.3771 20.7662 -0.48 0.09 0.00
N 18.8772 -14.6580 25.7323 -1.11 0.42 0.68
H 3.1381 -15.0982 28.6966 0.08 -0.37 0.46
H 15.8015 -11.8040 28.4648 -0.10 -0.12 -0.13
C 13.8890 -6.8097 29.7963 -1.10 0.11 2.18
H 14.4804 -9.7356 22.0491 -0.37 0.45 0.40
C 12.4666 -15.3173 17.8399 0.09 -1.00 -0.57
H 5.0689 -7.0011 19.1029 -0.42 -0.27 0.52
C 10.0765 -9.6766 21.7616 -0.11 0.21 1.02
H 7.4108 -16.7568 22.7830 0.09 -0.01 -0.01
H 15.3152 -12.3863 16.9844 -0.36 -0.10 0.82
C 3.5443 -8.5206 32.4819 -0.02 1.01 0.85
O 17.3996 -12.4490 27.2441 -0.54 1.11 -1.51
H 9.8841 -14.1897 23.6846 0.98 -0.66 0.68
H 13.1171 -8.1986 31.7835 -0.45 -0.19 0.75
H 9.9747 -9.3617 30.0871 0.48 0.86 0.79
H 11.8575 -11.8345 25.8071 0.03 -0.15 -0.13
C 14.3448 -5.1912 22.1390 -1.29 -0.29 0.33
H 8.2905 -13.2423 22.6213 -0.46 0.35 -0.41
H 14.8818 -8.4381 19.5589 -0.34 0.19 -0.59
H 9.3244 -9.8378 20.9893 -0.23 0.16 0.28
H 17.4646 -11.9571 29.1365 -0.51 -0.14 0.85
C 9.3020 -11.7111 25.1222 -0.29 -1.34 -0.12
H 6.7504 -9.6565 24.6447 -0.50 -0.48 -0.84
H 21.2202 -15.4933 24.8116 0.00 -0.37 0.09
H 8.4875 -14.5519 20.4703 -0.15 0.29 -0.39
C 12.0443 -15.3814 25.9308 1.11 -0.18 -1.44
H 13.6767 -6.5412 14.5328 0.83 -0.51 -0.16
H 6.4141 -14.7058 26.7915 -0.02 0.49 -0.08
O 4.7077 -9.5714 30.7212 -0.58 1.04 0.92
H 10.8689 -14.5028 31.7824 1.08 0.10 0.07
H 9.3927 -14.6794 29.7661 0.01 0.13 0.69
C 9.8188 -4.9172 24.8847 -1.79 0.14 -0.22
H 5.9017 -12.2543 23.4052 0.09 -0.82 0.06
H 5.0648 -11.2718 26.6798 -0.29 0.67 0.40
H 1.7249 -12.5109 30.0255 -0.36 -0.22 -0.74
H 14.8862 -4.2521 22.0239 0.63 -0.60 -0.20
C 10.6182 -14.0207 27.4067 0.57 0.46 -1.92
H 8.8397 -13.0114 18.6967 0.30 0.37 -0.22
C 9.1930 -13.4156 22.0351 0.54 -0.39 -2.40
C 5.8599 -13.6282 19.0524 0.00 0.17 -0.40
H 12.6860 -10.4161 17.2132 -0.01 -0.27 0.39
C 11.1527 -14.2912 28.7964 -0.24 -0.53 -0.46
H 11.8557 -15.5719 16.9738 -0.74 0.00 0.13
H 3.6842 -9.5318 32.8638 0.19 0.07 0.26
H 13.8774 -7.5524 22.7915 -0.42 -0.13 0.38
O 6.8686 -9.1269 26.4868 -1.06 -5.08 0.79
H 14.9737 -13.1155 15.5377 -0.44 -0.20 -0.32
O 11.0542 -5.4255 24.4573 -0.30 1.45 0.16
H 10.8634 -8.7599 24.2879 0.54 -0.05 -0.19
H 23.0382 -15.7444 22.7084 -0.04 0.09 0.86
C 6.0399 -9.7521 25.4658 0.78 0.12 -0.34
C 10.3017 -8.8775 29.1669 -0.63 -1.34 -0.26
H 12.0639 -13.6943 28.8347 -0.16 0.14 0.59
H 3.0712 -11.4584 22.4059 0.11 0.05 -0.12
H 10.2493 -12.9970 27.3428 0.04 -0.07 0.03
H 12.3000 -6.5468 15.4412 -0.35 0.70 0.83
H 7.3884 -15.2283 23.6319 0.12 0.44 -0.12
C 5.6814 -6.5939 19.9073 0.98 -0.22 0.50
H 13.4671 -5.8328 30.0324 0.30 0.50 0.10
H 7.6419 -7.5099 27.2345 -0.24 0.38 0.09
H 12.0135 -4.5598 26.1391 0.11 0.08 -0.15
C 11.7317 -12.4431 31.1420 1.26 -2.64 -0.92
H 11.2900 -15.9392 25.3759 -0.50 -0.06 0.30
H 6.2217 -11.9918 25.8261 0.93 -0.02 -0.86
C 2.1470 -13.3412 30.5915 0.93 0.90 -1.13
C 20.5724 -14.9905 24.0936 0.36 -0.36 0.05
H 7.0048 -10.3345 15.0222 1.82 0.78 -0.01
C 9.9144 -14.5454 22.6548 -1.11 -0.37 1.40
H 1.3755 -8.4332 32.6495 -0.08 -0.16 -0.19
H 9.8091 -4.0210 25.5050 0.95 0.21 0.17
H 7.1411 -7.3922 25.5240 0.51 0.29 -0.36
C 6.8894 -7.8022 26.5021 -0.19 2.57 -0.78
N 5.8759 -14.8258 29.2568 -0.26 0.36 1.09
H 18.5551 -14.7057 23.6194 -0.59 -0.02 -0.13
C 8.3795 -8.4258 16.5405 -0.38 -1.32 0.41
H 10.8411 -11.4307 23.8164 -0.50 0.67 -1.14
H 3.8363 -12.2921 25.1013 0.29 -0.13 -0.22
H 5.8235 -15.8308 29.1714 -0.45 -0.22 0.02
H 2.1188 -7.8387 34.0905 0.73 -0.33 0.04
H 8.1521 -5.9592 15.2045 1.11 -1.02 -0.22
H 11.6841 -6.3385 26.0865 0.59 -0.02 0.74
C 13.5970 -10.1686 16.6683 -0.52 -0.41 -1.45
H 12.1081 -8.9011 15.6694 -0.48 -0.08 0.32
C 7.3670 -12.0612 19.9190 -0.44 0.09 0.35
H 7.8357 -5.1770 16.6196 -0.22 -0.21 0.67
H 9.1076 -9.0671 17.0370 0.06 0.39 0.86
C 17.0112 -13.7910 27.3604 1.10 -1.02 -0.30
C 10.4266 -10.8567 24.6451 1.47 -0.65 0.11
H 5.7745 -10.3667 29.1218 0.16 -0.12 0.65
H 5.4900 -8.0434 32.8700 0.23 -0.07 0.00
H 10.7126 -8.8573 21.4267 -0.02 0.35 0.31
H 3.3567 -15.4339 22.6984 -0.23 0.13 -0.85
H 7.1973 -8.1818 22.2495 1.04 0.56 0.72
C 5.0084 -14.0983 28.3533 2.40 -0.86 -2.01
C 4.8874 -12.0100 15.2402 -1.05 1.39 0.00
O 9.3643 -9.4019 23.0109 -0.33 0.00 -0.23
H 1.5524 -14.2456 30.4625 -0.01 0.04 0.31
C 16.8643 -11.6460 28.2815 1.04 -0.70 1.18
H 6.7292 -14.0178 18.5227 -0.27 -0.28 -0.55
O 6.3224 -13.0349 20.2248 1.34 0.91 0.61
H 2.1811 -6.8962 32.6486 0.00 0.17 -0.12
C 13.1925 -8.9957 15.7261 -0.42 -0.22 1.33
C 8.7729 -12.5804 19.6956 -0.84 -3.10 0.79
H 12.9871 -7.3985 29.6290 -0.06 -0.72 0.34
H 8.9728 -11.5506 26.1488 -0.23 0.39 -0.15
H 10.9117 -14.6560 22.2290 -0.15 -0.34 0.21
H 6.2722 -8.5581 16.0466 0.08 1.82 0.25
O 9.2012 -15.8005 22.5891 -0.68 0.38 0.12
H 12.3427 -10.3146 25.3160 -0.01 -0.15 -0.24
H 9.6874 -4.3231 22.9349 -0.48 0.48 -0.64
H 5.1803 -12.8930 15.8081 0.42 0.26 0.33
H 9.8599 -12.5553 22.0923 -0.22 0.22 0.22
H 4.9231 -9.7604 15.2816 -0.02 -0.09 -1.15
N 11.5604 -10.8962 25.5804 -0.67 0.98 1.41
H 16.1958 -12.3223 19.5832 0.15 -0.12 0.10
H 4.2967 -12.3455 21.4351 0.28 0.43 -0.08
C 15.8465 -10.1464 19.7120 0.19 -1.10 0.08
H 14.1066 -11.7340 32.2224 0.40 -0.16 -0.40
O 20.9464 -15.3041 22.7580 0.24 -0.04 -0.54
H 4.0333 -10.4117 29.0188 -0.27 -0.24 -0.27
C 13.8998 -7.5092 32.0999 -1.26 -0.01 0.16
C 6.9987 -9.0698 16.6777 -0.82 1.49 -2.08
H 12.5588 -13.0882 30.8458 0.98 0.49 -0.35
O 6.0509 -7.5882 20.8890 -0.43 1.10 -1.07
H 5.3080 -14.5026 30.0270 1.09 -1.02 2.00
O 8.3747 -7.1063 17.0798 0.38 -0.42 -1.48
C 7.5740 -5.8864 22.0707 -0.30 -2.72 -0.03
H 4.7958 -14.2808 26.1139 0.06 -0.17 -0.08
C 2.6954 -12.1604 16.3954 1.50 0.63 -1.17
N 15.9937 -6.1414 28.6191 -1.42 -0.31 -0.54
H 9.4633 -11.7472 19.8265 0.21 -0.30 -0.02
C 3.5898 -8.6624 30.9816 1.30 -0.97 -0.44
H 15.9022 -5.1399 28.7128 -0.01 0.13 0.24
H 18.7255 -16.2913 24.3896 0.33 -0.05 0.12
H 5.1422 -9.1750 25.2437 -0.01 0.43 0.13
H 9.2650 -5.6722 25.4428 0.10 -0.24 0.47
H 4.6110 -6.7553 32.4916 -0.24 0.16 -0.13
H 9.4144 -9.0123 25.1142 -0.90 -0.19 -0.42
H 2.6684 -9.0623 30.5583 -0.16 -0.26 -0.02
H 5.1938 -12.1441 14.2028 0.30 0.02 0.06
H 12.5837 -16.0401 26.6114 -0.50 0.17 0.88
H 14.5439 -7.9427 32.8649 -0.12 0.02 0.00
H 2.8366 -11.2588 16.9915 -0.14 0.12 0.03
H 14.0200 -8.7697 27.8220 -0.27 0.16 -0.28
H 16.3831 -6.5189 29.4711 0.26 0.19 0.20
C 19.0626 -15.2550 24.4124 1.67 1.02 -0.49
H 12.9209 -12.8181 17.7844 -0.09 0.17 0.18
H 4.9338 -10.3835 16.7639 -0.31 -0.81 0.46
C 10.6428 -13.6126 31.1955 -1.17 1.21 0.26
H 5.1301 -14.4143 19.2460 0.21 -0.09 0.33
H 9.6435 -12.7438 25.0510 0.25 -0.17 0.52
O 12.0998 -11.8190 32.3481 -2.12 -0.07 1.26
H 8.1254 -3.9283 23.8521 0.23 0.04 -0.10
C 7.7364 -15.7183 22.7225 1.79 -0.84 -0.53
H 6.7225 -6.3966 15.9676 -0.25 -0.17 0.53
H 8.7290 -8.5852 15.5204 -0.16 1.04 -0.57
H 5.2280 -5.7433 20.4162 -0.39 -0.02 -0.23
C 10.0106 -9.4384 24.3072 1.32 -0.24 -1.45
H 12.7666 -16.2636 18.2900 0.09 0.05 0.07
C 5.4808 -11.2068 25.6745 0.93 0.62 3.26
H 12.9002 -5.6554 24.9453 0.47 0.10 0.89
```
Positions in Å, forces in eV/Å.

Summary:
LUMO level = 0.0158 Ha
total charge = 0
M = 1454.1 g mol⁻¹
gap between HOMO and LUMO = 0.327 hartree
2S+1 = 1
HOMO energy = -8.5 eV
E = -130984.6646 eV
largest force on an atom = 5.25 eV Å⁻¹